(1)
This record from OMol25 describes a cluster of 2 separate species, C2H6N3OS in total. The level of theory is wB97M-V/def2-TZVPD.

HOMO (eV): -14.42
Net charge: +1
LUMO level (eV): -4.2

```
13
C2H6N3OS (wB97M-V/def2-TZVPD)
C 0.73 -1.65 -0.14
C -3.01 -0.06 0.29
N -2.18 0.79 0.51
N 0.58 -0.79 -1.01
N 0.01 0.57 -0.68
O 0.67 -1.60 1.20
S -3.95 -1.13 -0.37
H 1.09 -2.55 -0.59
H -1.02 0.52 -0.20
H -2.12 1.62 0.99
H 0.24 -0.76 1.57
H -0.15 0.99 -1.61
H 0.43 1.15 0.11
```



(2)
This record from OMol25 describes a structure of composition C14H26N5O6PRhS. The level of theory is wB97M-V/def2-TZVPD.

HOMO (alpha / beta) (eV): -15.87 / -17.05
Net charge: +3
LUMO level (alpha / beta) (eV): -9.3 / -11.6
2S+1: 5

```
54
C14H26N5O6PRhS (wB97M-V/def2-TZVPD)
Rh -0.40 -0.24 0.32
O -2.09 -0.61 -0.82
C -2.20 -1.86 -0.56
C -2.54 -2.43 0.76
C -3.23 -3.62 0.90
C -3.80 -3.93 2.11
C -3.65 -3.12 3.19
C -2.79 -2.02 3.21
C -2.19 -1.73 1.95
O -1.35 -0.75 1.97
N -4.50 -5.19 2.47
O -4.15 -6.19 1.84
O -5.48 -5.08 3.23
H -2.04 -2.62 -1.35
H -3.33 -4.35 0.09
H -4.23 -3.39 4.09
H -2.65 -1.28 4.05
C -0.23 2.28 2.92
N 0.69 2.84 1.93
C 0.57 4.22 1.50
C 1.66 2.04 1.39
S 1.42 0.30 1.53
N 2.78 2.61 0.83
C 3.88 3.14 1.67
C 3.25 2.01 -0.45
H -0.74 3.15 3.36
H 0.42 1.82 3.71
H -0.97 1.63 2.53
H 0.64 4.45 0.40
H 1.36 4.76 2.04
H -0.41 4.48 1.88
H 3.53 3.94 2.34
H 4.69 3.50 1.02
H 4.21 2.29 2.24
H 2.30 1.86 -1.00
H 3.82 1.10 -0.20
H 3.88 2.79 -0.90
N 2.60 -2.18 -3.12
C 2.19 -0.76 -3.20
P 0.50 -0.60 -2.52
O 0.23 -2.03 -2.11
O 0.43 0.58 -1.49
C -0.57 -0.05 -3.89
N -0.67 1.45 -3.84
H 3.43 -2.39 -2.52
H 2.69 -2.56 -4.05
H 1.82 -2.61 -2.59
H 2.20 -0.42 -4.21
H 2.92 -0.10 -2.75
H -1.62 -0.34 -3.67
H -0.17 -0.33 -4.81
H -0.63 1.78 -2.88
H -1.54 1.83 -4.18
H 0.06 1.97 -4.34
```



(3)
This record from OMol25 describes a cluster of 4 separate species, C30H71N4O3 in total. The level of theory is wB97M-V/def2-TZVPD.

HOMO (eV): -1.48
Net charge: -1
LUMO level (eV): 1.9

```
108
C30H71N4O3 (wB97M-V/def2-TZVPD)
C 3.52 -1.57 0.89
C 2.29 -2.69 0.69
C 0.80 -2.03 1.02
C 0.43 -0.72 0.10
C -1.07 -0.17 0.57
C -0.86 1.14 1.58
C -2.21 2.07 1.50
C -2.81 2.56 2.95
C -3.06 1.35 4.03
C -4.66 0.91 4.17
C -4.71 -0.71 4.38
C -6.09 -1.43 3.85
C -6.56 -0.96 2.35
C -6.86 -2.19 1.30
C -6.86 -1.76 -0.28
C -7.55 -0.31 -0.61
C -6.52 0.95 -0.45
C -6.35 1.88 -1.79
N -5.41 3.03 -1.40
H 3.42 -1.08 1.96
H 4.57 -2.09 0.84
H 3.49 -0.78 0.02
H 2.54 -3.55 1.45
H 2.32 -3.17 -0.40
H 0.75 -1.73 2.17
H -0.02 -2.88 0.86
H 0.36 -1.11 -1.03
H 1.27 0.12 0.22
H -1.73 0.11 -0.38
H -1.68 -0.98 1.16
H -0.59 0.75 2.65
H 0.07 1.77 1.20
H -1.89 3.07 0.92
H -3.02 1.56 0.80
H -1.97 3.26 3.43
H -3.75 3.27 2.79
H -2.71 1.72 5.11
H -2.42 0.41 3.79
H -5.10 1.50 5.11
H -5.20 1.32 3.22
H -3.82 -1.26 3.81
H -4.56 -0.94 5.52
H -5.89 -2.60 3.81
H -6.93 -1.29 4.67
H -7.50 -0.24 2.40
H -5.64 -0.35 1.89
H -7.83 -2.80 1.62
H -5.96 -2.96 1.43
H -7.48 -2.60 -0.86
H -5.79 -1.75 -0.75
H -7.85 -0.35 -1.77
H -8.59 -0.15 -0.04
H -5.46 0.48 -0.19
H -6.82 1.57 0.52
H -5.77 1.29 -2.64
H -7.37 2.33 -2.20
H -5.04 2.77 -0.43
C -3.51 6.03 -1.75
C -3.13 7.50 -1.97
C -2.75 7.82 -3.43
O -1.44 7.38 -3.80
C -1.35 6.01 -4.16
N -2.06 7.86 -1.03
H -2.64 5.38 -1.72
H -4.03 5.92 -0.79
H -4.18 5.68 -2.53
H -4.02 8.10 -1.72
H -2.73 8.91 -3.54
H -3.50 7.45 -4.14
H -2.26 5.67 -4.68
H -1.16 5.41 -3.28
H -0.50 5.89 -4.84
H -1.88 8.86 -1.12
H -1.20 7.43 -1.38
C 6.96 -6.69 2.67
C 5.57 -6.07 2.61
C 5.21 -5.48 1.23
O 5.83 -4.22 0.95
C 7.17 -4.32 0.47
N 5.46 -5.06 3.68
H 7.75 -5.95 2.72
H 7.06 -7.32 3.56
H 7.14 -7.33 1.79
H 4.85 -6.87 2.83
H 4.13 -5.28 1.22
H 5.40 -6.20 0.42
H 7.32 -5.21 -0.15
H 7.86 -4.32 1.31
H 7.38 -3.43 -0.13
H 4.50 -4.71 3.70
H 6.00 -4.24 3.38
C 6.01 -0.61 -4.92
C 6.01 -1.02 -3.45
C 7.24 -0.50 -2.66
O 8.45 -1.22 -2.91
C 9.13 -0.83 -4.09
N 5.90 -2.48 -3.36
H 6.71 -1.19 -5.52
H 5.01 -0.76 -5.35
H 6.26 0.45 -5.03
H 5.12 -0.58 -2.99
H 7.03 -0.63 -1.59
H 7.39 0.58 -2.82
H 9.03 0.24 -4.29
H 8.77 -1.41 -4.95
H 10.19 -1.06 -3.96
H 5.80 -2.75 -2.38
H 6.81 -2.87 -3.63
```